DFT (wB97M-V/def2-TZVPD) results for a molecular structure, C3OYb.

The geometry in XYZ format:
```
5
C3OYb, DFT wB97M-V/def2-TZVPD
C -0.13 2.17 0.35
C 0.59 0.07 0.31
O 0.79 1.34 0.73
C -0.18 -0.73 -0.22
Yb -1.06 -2.84 -1.17
```

The total charge is +2. Its molar mass is 225.072 g/mol. Its energy relative to the best compared isomer or geometry (same formula, charge and spin) is 0.0 kJ/mol. The spin multiplicity is 3. Its LUMO energy (spin up / spin down) is -10.461 / -13.046 eV.

Löwdin atomic charges, in units of e: C 0.3257; C -0.0718; O -0.0082; C 0.0059; Yb 1.7484


DFT (wB97M-V/def2-TZVPD) results for 10 unconnected molecules or ions with the total composition C40H104N4O14.

The geometry in XYZ format:
```
162
C40H104N4O14, DFT wB97M-V/def2-TZVPD
C 0.49 0.75 -0.28
O -0.20 0.68 0.96
H -0.11 0.14 -0.95
H 0.67 1.72 -0.74
H 1.41 0.17 -0.27
H -0.20 -0.22 1.28
C -7.53 -8.47 -1.25
O -6.61 -7.69 -2.02
C -5.28 -8.22 -2.18
C -4.42 -7.08 -2.72
N -3.84 -6.20 -1.70
C -4.77 -5.16 -1.19
C -4.13 -4.16 -0.16
O -3.04 -3.42 -0.75
C -2.52 -2.52 0.26
H -8.49 -7.96 -1.14
H -7.10 -8.54 -0.25
H -7.64 -9.46 -1.68
H -5.32 -9.12 -2.80
H -4.82 -8.59 -1.26
H -5.10 -6.57 -3.40
H -3.56 -7.46 -3.27
H -3.02 -5.75 -2.09
H -5.71 -5.57 -0.81
H -5.11 -4.53 -2.02
H -3.94 -4.77 0.72
H -4.94 -3.45 0.03
H -2.07 -2.97 1.14
H -3.22 -1.73 0.53
H -1.67 -2.03 -0.22
C 8.88 1.48 -1.55
O 8.12 0.85 -0.51
C 7.89 -0.51 -0.73
C 6.87 -1.10 0.26
N 5.72 -0.15 0.29
C 4.86 -0.43 1.41
C 3.90 0.69 1.68
O 4.61 1.90 2.17
C 3.74 3.08 2.21
H 8.27 1.46 -2.46
H 9.84 0.97 -1.64
H 8.95 2.54 -1.30
H 8.76 -1.13 -0.52
H 7.58 -0.70 -1.75
H 7.45 -1.12 1.18
H 6.46 -2.09 0.06
H 6.16 0.76 0.40
H 5.39 -0.59 2.35
H 4.27 -1.34 1.29
H 3.17 0.37 2.42
H 3.31 0.97 0.81
H 3.54 3.36 1.18
H 4.32 3.89 2.66
H 2.80 2.94 2.75
C 0.08 3.74 2.54
O 0.49 3.58 3.90
C 0.40 2.34 4.44
C -1.00 1.91 5.00
N -1.29 2.44 6.33
C -0.69 1.69 7.42
C -0.72 2.46 8.72
O 0.22 3.54 8.58
C 0.33 4.39 9.71
H -0.96 3.58 2.25
H 0.81 3.29 1.86
H 0.22 4.81 2.42
H 1.11 2.31 5.27
H 0.70 1.66 3.64
H -0.97 0.82 5.04
H -1.74 2.18 4.25
H -1.06 3.43 6.35
H 0.36 1.42 7.25
H -1.20 0.73 7.43
H -0.61 1.83 9.60
H -1.73 2.85 8.89
H -0.62 4.68 10.17
H 0.94 5.23 9.37
H 0.99 3.91 10.43
C -2.25 8.93 -3.49
O -3.56 8.41 -3.24
C -3.56 7.29 -2.38
C -4.98 6.64 -2.41
N -4.91 5.24 -1.90
C -4.70 5.14 -0.46
C -4.93 3.77 0.09
O -4.06 2.82 -0.43
C -2.71 2.80 0.03
H -2.32 9.63 -4.32
H -1.64 8.10 -3.84
H -1.83 9.39 -2.59
H -3.20 7.60 -1.39
H -2.83 6.58 -2.76
H -5.28 6.52 -3.45
H -5.77 7.21 -1.92
H -4.22 4.67 -2.37
H -5.34 5.83 0.10
H -3.69 5.47 -0.20
H -5.95 3.50 -0.19
H -4.78 3.78 1.17
H -2.05 2.23 -0.61
H -2.78 2.45 1.06
H -2.28 3.80 -0.04
C -3.12 -3.40 -3.96
C -1.63 -3.69 -3.83
C -0.85 -2.46 -3.55
O -1.49 -4.54 -2.70
H -3.49 -3.03 -3.01
H -3.74 -4.24 -4.25
H -3.29 -2.62 -4.71
H -1.18 -4.15 -4.71
H -0.78 -1.83 -4.43
H 0.16 -2.77 -3.24
H -1.20 -1.82 -2.74
H -1.88 -4.12 -1.93
C 3.91 -4.05 -0.75
C 2.53 -3.55 -1.22
C 1.42 -4.54 -0.81
O 2.20 -2.41 -0.42
H 4.59 -3.27 -1.09
H 4.20 -5.05 -1.10
H 4.06 -4.11 0.32
H 2.52 -3.42 -2.30
H 1.59 -4.73 0.25
H 1.52 -5.43 -1.44
H 0.42 -4.14 -1.00
H 2.67 -1.69 -0.83
C -0.62 1.53 -4.12
C -0.04 2.94 -4.43
C -0.45 3.97 -3.36
O 1.34 2.87 -4.36
H -0.46 0.92 -5.01
H -1.67 1.51 -3.83
H 0.00 1.02 -3.39
H -0.39 3.23 -5.42
H -1.53 3.95 -3.25
H -0.14 4.97 -3.68
H 0.06 3.80 -2.42
H 1.64 2.48 -5.18
C 2.01 -3.40 3.09
C 0.47 -3.00 3.08
C 0.12 -2.17 4.30
O 0.22 -2.22 1.92
H 2.17 -4.08 2.25
H 2.19 -3.94 4.02
H 2.73 -2.59 3.03
H -0.08 -3.94 2.97
H 0.27 -1.10 4.20
H 0.61 -2.48 5.23
H -0.95 -2.18 4.51
H 0.83 -2.51 1.24
C 4.96 0.44 -3.46
C 3.58 0.29 -2.78
C 2.53 -0.35 -3.66
O 3.71 -0.46 -1.58
H 4.88 1.17 -4.27
H 5.33 -0.51 -3.83
H 5.68 0.97 -2.84
H 3.18 1.27 -2.50
H 1.57 -0.56 -3.19
H 2.85 -1.33 -4.02
H 2.25 0.31 -4.48
H 4.49 -0.24 -1.07
```

The total charge is 0. Its molar mass is 865.286 g/mol. Its energy relative to the best compared isomer or geometry (same formula, charge and spin) is 0.0 kJ/mol. The structure (SMILES) is COCCNCCOC.COCCNCCOC.COCCNCCOC.COCCNCCOC.CC(C)O.CC(C)O.CC(C)O.CC(C)O.CC(C)O.CO. Its LUMO energy is 0.558 eV.

Here are the Löwdin charges for atoms 1 to 8, given in e: C -0.1540; O -0.1267; H 0.0650; H 0.0805; H 0.0523; H 0.0409; C -0.0904; O -0.2231


DFT (wB97M-V/def2-TZVPD) results for 9 unconnected molecules or ions with the total composition C40H104N6O17.

The geometry in XYZ format:
```
167
C40H104N6O17, DFT wB97M-V/def2-TZVPD
C -2.66 -0.41 -7.36
O -1.55 -0.24 -6.49
C -1.69 0.50 -5.27
C -2.59 -0.18 -4.26
N -1.99 -1.48 -3.92
C -2.69 -2.10 -2.82
C -1.97 -3.43 -2.55
O -2.78 -3.94 -1.44
C -2.16 -4.98 -0.65
H -2.92 0.56 -7.78
H -3.53 -0.82 -6.85
H -2.43 -0.96 -8.27
H -2.02 1.53 -5.40
H -0.69 0.67 -4.88
H -3.57 -0.29 -4.73
H -2.78 0.40 -3.37
H -2.14 -2.09 -4.70
H -3.75 -2.24 -3.01
H -2.77 -1.52 -1.90
H -1.02 -3.10 -2.12
H -1.92 -4.07 -3.43
H -2.78 -5.28 0.19
H -1.15 -4.68 -0.37
H -2.17 -5.89 -1.25
C 2.85 2.69 1.84
O 2.61 1.39 2.29
C 3.80 0.81 2.88
C 3.83 1.15 4.33
N 2.64 1.09 5.10
C 2.20 -0.27 5.34
C 0.89 -0.32 6.20
O -0.23 -0.02 5.41
C -1.34 0.15 6.22
H 3.14 3.46 2.56
H 2.00 2.95 1.21
H 3.67 2.67 1.13
H 4.74 1.12 2.43
H 3.77 -0.25 2.65
H 4.14 2.19 4.32
H 4.63 0.64 4.86
H 1.95 1.49 4.48
H 2.93 -0.95 5.79
H 1.97 -0.75 4.39
H 0.95 0.28 7.11
H 0.69 -1.29 6.66
H -2.21 0.64 5.78
H -1.22 0.92 6.99
H -1.69 -0.76 6.71
C -1.35 6.09 2.32
O -1.60 6.80 1.10
C -1.20 6.18 -0.10
C 0.36 6.20 -0.26
N 0.81 5.61 -1.56
C 0.52 4.19 -1.67
C 0.93 3.62 -3.04
O 0.09 4.18 -4.01
C 0.46 3.86 -5.32
H -2.13 5.59 2.89
H -1.09 6.89 3.01
H -0.45 5.49 2.15
H -1.68 6.53 -1.02
H -1.58 5.16 -0.05
H 0.88 5.66 0.53
H 0.79 7.20 -0.24
H 0.24 5.97 -2.31
H -0.54 3.94 -1.63
H 1.02 3.60 -0.90
H 0.67 2.56 -3.09
H 2.02 3.65 -3.11
H 0.28 2.80 -5.51
H 1.51 4.10 -5.52
H -0.06 4.46 -6.07
C 3.22 -4.07 1.12
O 2.36 -3.56 2.09
C 0.99 -3.32 1.71
C 0.09 -3.42 2.98
N 0.31 -4.65 3.73
C -0.87 -4.77 4.66
C -0.94 -3.76 5.86
O 0.13 -4.01 6.76
C -0.12 -5.00 7.75
H 2.73 -4.93 0.66
H 4.18 -4.40 1.51
H 3.46 -3.34 0.35
H 0.70 -4.07 0.97
H 0.88 -2.36 1.21
H -0.94 -3.28 2.63
H 0.34 -2.58 3.63
H 1.22 -4.72 4.16
H -0.82 -5.71 5.20
H -1.84 -4.78 4.18
H -1.94 -3.83 6.30
H -0.89 -2.73 5.49
H -1.00 -4.86 8.37
H 0.63 -4.82 8.52
H -0.06 -6.02 7.37
C -6.98 -1.31 -2.84
O -6.52 -1.43 -1.48
C -5.45 -0.53 -1.14
C -4.46 -0.99 0.01
N -5.12 -1.04 1.26
C -4.33 -1.49 2.43
C -3.14 -0.59 2.69
O -3.49 0.82 2.92
C -2.38 1.60 2.89
H -7.89 -1.86 -3.05
H -6.23 -1.69 -3.53
H -7.21 -0.26 -3.03
H -6.01 0.37 -0.90
H -4.78 -0.25 -1.95
H -3.64 -0.28 0.02
H -4.09 -2.00 -0.15
H -5.91 -1.67 1.27
H -3.98 -2.49 2.17
H -4.90 -1.52 3.37
H -2.42 -0.58 1.87
H -2.56 -1.04 3.49
H -2.12 1.89 1.87
H -1.52 1.18 3.40
H -2.61 2.53 3.40
C 6.14 -2.02 -5.33
O 6.14 -1.85 -3.92
C 5.54 -2.95 -3.14
C 5.35 -2.50 -1.65
N 4.52 -1.28 -1.74
C 4.58 -0.50 -0.52
C 5.86 0.35 -0.55
O 6.05 0.95 -1.79
C 5.82 2.36 -1.81
H 6.34 -1.10 -5.88
H 5.12 -2.24 -5.64
H 6.73 -2.89 -5.63
H 6.15 -3.85 -3.15
H 4.57 -3.28 -3.52
H 6.32 -2.26 -1.23
H 4.84 -3.26 -1.04
H 5.01 -0.73 -2.43
H 4.40 -1.13 0.35
H 3.77 0.23 -0.55
H 6.74 -0.26 -0.32
H 5.80 1.03 0.30
H 5.84 2.72 -2.84
H 6.61 2.81 -1.21
H 4.87 2.69 -1.39
O 1.99 -2.33 -1.65
H 2.82 -1.87 -1.77
H 1.34 -1.75 -2.04
C -4.05 3.40 -2.07
C -3.53 4.38 -3.13
O -2.85 3.75 -4.16
O -3.04 2.88 -1.24
H -4.54 2.58 -2.60
H -4.85 3.93 -1.56
H -2.79 5.04 -2.69
H -4.27 4.96 -3.68
H -1.90 3.89 -4.11
H -3.44 2.63 -0.40
C 0.80 0.47 -0.25
C -0.35 0.35 -1.23
O 0.05 -0.31 -2.43
O 0.27 1.02 0.99
H 1.47 1.28 -0.53
H 1.41 -0.42 -0.09
H -0.78 1.33 -1.46
H -1.16 -0.28 -0.88
H -0.76 -0.66 -2.82
H 1.03 1.01 1.58
```

The total charge is +1. Its molar mass is 941.297 g/mol. The spin multiplicity is 2. Its LUMO energy (spin up / spin down) is -2.253 / -7.502 eV.

Here are the Löwdin charges for atoms 1 to 8, given in e: C -0.0986; O -0.1806; C -0.1999; C -0.1899; N -0.0619; C -0.2253; C -0.1375; O -0.2214


The highest molar mass belongs to which entry?
C40H104N6O17


molar mass of number 3 (C40H104N6O17)?
941.297 g/mol